Entry 1:
Here is the ion C14H18F10IN2OS with charge +1 from the Open Molecules 2025 dataset. Energies are from ωB97M-V/def2-TZVPD.

The geometry in ORCA input format:
```
! RIJCOSX wB97M-V def2-TZVPD def2/J DEFGRID3
* xyz 1 1
C 0.8694 2.7416 -3.2598
C 0.2866 1.3338 -3.1587
C 0.8448 0.6047 -1.9210
I 2.8284 -0.0686 -2.3857
C 0.0057 -0.5355 -1.2709
O 0.5355 -1.7522 -1.5833
C -1.4953 -0.5513 -1.5752
C -1.9395 -0.8052 -3.0117
C -2.2365 -2.2861 -3.2793
F -1.6946 -2.6279 -4.4907
S -2.1137 0.9461 -0.6998
C -1.0536 0.5986 0.5799
C -1.4660 1.1259 1.9321
N -2.4124 0.1411 2.4482
C -2.5616 0.2299 3.9060
N -0.0585 -0.2164 0.2818
C 0.9263 -0.6817 1.2915
F 1.5203 -1.7614 0.7923
F 0.2660 -1.0192 2.4004
C 2.0351 0.3649 1.6688
F 1.4990 1.2874 2.4857
F 2.4245 0.9844 0.5432
C 3.3245 -0.2061 2.3440
F 4.0437 0.8652 2.6889
F 3.9945 -0.9168 1.4332
C 3.1371 -1.0759 3.6177
F 2.3187 -0.4622 4.4687
F 4.3030 -1.2632 4.1937
F 2.6140 -2.2542 3.2974
H 0.4369 3.2707 -4.1086
H 0.6434 3.3219 -2.3607
H 1.9516 2.7141 -3.3921
H -0.8000 1.4191 -3.1027
H 0.5389 0.7771 -4.0631
H 0.9956 1.3633 -1.1556
H 0.1370 -2.4700 -1.0716
H -1.9191 -1.3347 -0.9337
H -2.8323 -0.2134 -3.2233
H -1.1717 -0.5145 -3.7249
H -3.3092 -2.4778 -3.3330
H -1.8011 -2.9414 -2.5218
H -1.8980 2.1260 1.7865
H -0.6248 1.2223 2.6080
H -3.3115 0.2999 2.0055
H -2.9696 1.1908 4.2389
H -3.2231 -0.5670 4.2408
H -1.5885 0.0740 4.3736
*
```

Calculated values
Frontier orbital gap, eV: 7.792
E_HOMO, eV: -12.3
DFT total energy, a.u.: -2423.29371

Entry 2:
Here is a cluster of 5 separate species, C16H21N4O9 in total in a non-equilibrium geometry from the Open Molecules 2025 dataset. Energies are from ωB97M-V/def2-TZVPD.

The geometry in ORCA input format:
```
! RIJCOSX wB97M-V def2-TZVPD def2/J DEFGRID3
* xyz -2 2
C 0.2512 -0.6654 1.5155
C -0.5976 -1.8282 1.3669
O -0.4811 -2.9141 2.1980
H -0.1445 -0.0971 2.3572
H 0.2121 -0.0016 0.6517
H 1.2510 -1.0306 1.7505
H -0.4909 -2.1520 0.3316
H -1.6253 -1.4789 1.4663
C 1.2819 2.5366 -3.6572
N 0.7211 1.2561 -3.2574
O 0.3523 1.1076 -2.1017
O 0.5807 0.3830 -4.0826
H 1.3493 2.7219 -4.7292
H 2.2837 2.5854 -3.2305
H 0.6878 3.3439 -3.2291
C 2.7239 -1.2319 -1.4809
N 2.6628 -2.1694 -0.2828
O 2.2636 -3.3116 -0.3629
O 3.1382 -1.7464 0.7285
H 3.5400 -1.3095 -2.1992
H 2.6676 -0.2268 -1.0631
H 1.8081 -1.3334 -2.0633
C 0.9998 2.4768 2.1575
C 0.0673 3.4808 2.1328
C -0.2116 4.1706 3.3223
C 0.3192 3.6125 4.4864
C 1.2646 2.6172 4.5267
C 1.5815 2.0026 3.3088
N -0.0382 4.2761 5.7865
O -1.1981 4.7289 5.8670
O 0.7697 4.3089 6.6823
H 1.1899 2.1917 1.1333
H -0.4251 3.8083 1.2292
H -0.9249 4.9815 3.3130
H 1.8055 2.3150 5.4113
H 2.2250 1.1352 3.3038
C -3.5263 -1.4345 -2.8468
C -3.9240 -2.3638 -1.8706
C -2.9069 -3.3030 -1.5019
C -1.7080 -3.3950 -2.1999
C -1.3737 -2.3912 -3.1399
C -2.2524 -1.3628 -3.4213
N -0.8250 -4.5225 -1.9196
O -0.0918 -4.8885 -2.7940
O -0.7610 -4.9244 -0.7480
H -4.1808 -0.5959 -3.0333
H -4.9011 -2.4784 -1.4250
H -3.0741 -3.9761 -0.6740
H -0.4095 -2.3265 -3.6221
H -1.9255 -0.5811 -4.0909
*
```

Calculated values
Frontier orbital gap (alpha / beta), eV: 2.583 / 3.189
E_HOMO (alpha / beta), eV: 1.0 / 0.4
DFT total energy, a.u.: -1517.94937

Entry 3:
Here is a structure of composition C27H44BrN3OP2Ti in a non-equilibrium geometry from the Open Molecules 2025 dataset. Energies are from ωB97M-V/def2-TZVPD.

The geometry in ORCA input format:
```
! RIJCOSX wB97M-V def2-TZVPD def2/J DEFGRID3
* xyz 2 3
C 0.2983 -3.6131 -3.4476
C -0.6433 -2.6176 -3.1572
C -1.6791 -2.3669 -4.0726
C -1.6632 -3.0825 -5.2901
N -0.7271 -3.9911 -5.5693
C 0.2197 -4.2784 -4.6829
C -0.3060 -1.6904 -2.0306
C 0.8249 -0.9596 -2.0321
C 1.9112 -0.4026 -2.6868
C 3.1333 -0.5567 -2.0014
C 4.0753 0.4419 -2.0973
C 3.7368 1.5673 -2.8632
C 2.5794 1.6552 -3.6625
C 1.7042 0.5841 -3.6642
Ti -0.0144 -0.6725 -0.3776
P -0.9075 -0.8104 2.2134
H -2.3497 -1.5210 -3.9358
H 1.1814 -3.7209 -2.8223
H -2.4006 -2.8734 -6.0797
H 0.9872 -5.0125 -4.9569
H 0.8149 0.5738 -4.2948
H 3.2228 -1.3882 -1.3128
H 2.4050 2.5183 -4.2972
H 5.0548 0.3225 -1.6300
C -0.5676 0.4964 3.4851
C -1.6623 0.8308 4.4978
H -0.2519 1.4080 2.9530
H 0.3273 0.1395 4.0226
H -1.2629 1.5585 5.2172
H -2.5506 1.2804 4.0363
H -1.9883 -0.0424 5.0760
C -2.7092 -1.0958 2.1573
C -3.0549 -2.3590 1.3627
H -3.1650 -0.2214 1.6751
H -3.0702 -1.1292 3.1956
H -4.0973 -2.2958 1.0249
H -2.4296 -2.4788 0.4609
H -2.9503 -3.2663 1.9724
C -0.3030 -2.2227 3.2046
C -1.0835 -2.6170 4.4546
H 0.7183 -1.9430 3.4903
H -0.2200 -3.0717 2.5172
H -0.6969 -3.5827 4.8066
H -0.9494 -1.9028 5.2770
H -2.1603 -2.7452 4.2878
Br 5.0717 2.7566 -3.3409
P -0.6873 1.5490 -0.2524
C -2.1296 2.0233 0.8178
C -2.4090 3.5036 1.0569
H -1.9670 1.5594 1.8028
H -3.0274 1.5405 0.4067
H -3.2710 3.6183 1.7309
H -1.5625 4.0126 1.5351
H -2.6738 4.0186 0.1271
C 0.5729 2.8284 0.1690
C 0.3981 4.2279 -0.4026
H 1.5065 2.4354 -0.2653
H 0.7169 2.8551 1.2637
H 1.1986 4.8710 -0.0152
H 0.5102 4.2211 -1.4915
H -0.5494 4.7007 -0.1355
C -1.0565 1.9225 -2.0098
C -2.2421 2.8682 -2.1981
H -1.2489 0.9729 -2.5316
H -0.1602 2.3332 -2.4991
H -2.5158 2.8782 -3.2604
H -3.1165 2.5377 -1.6235
H -1.9954 3.9043 -1.9253
C 2.9875 -2.5696 2.2976
N 3.2491 -1.1424 2.1210
C 2.6703 -0.3692 1.2157
N 3.1175 0.8700 1.0374
O 1.6768 -0.8292 0.5395
H 2.0831 -2.8918 1.7533
H 2.8447 -2.7868 3.3632
H 3.8566 -3.1442 1.9521
H 4.0894 -0.7313 2.5178
H 2.7633 1.4704 0.3046
H 3.9686 1.1406 1.5158
*
```

Calculated values
Relative energy (zero: lowest compared OMol25 entry of this formula, charge and spin), kcal/mol: 17.39
Frontier orbital gap (alpha / beta), eV: 7.809 / 5.504
E_HOMO (alpha / beta), eV: -13.7 / -13.8
DFT total energy, a.u.: -5400.31351

Entry 4:
Here is a cluster of 12 separate species, C54H81F5O15S4 in total in a non-equilibrium geometry from the Open Molecules 2025 dataset. Energies are from ωB97M-V/def2-TZVPD.

The geometry in ORCA input format:
```
! RIJCOSX wB97M-V def2-TZVPD def2/J DEFGRID3
* xyz 0 1
C 0.0327 -1.3109 -7.9582
C -0.4876 -0.2687 -8.8777
O -0.6392 0.9508 -8.2345
S -1.6002 2.1482 -8.9276
C -0.2521 3.3554 -9.2775
O -2.2214 1.6332 -10.1346
O -2.3636 2.6572 -7.7876
H 0.9528 -1.0607 -7.4301
H 0.2523 -2.2130 -8.5292
H -0.7625 -1.6698 -7.3049
H 0.3459 -0.1303 -9.5664
H -1.3232 -0.7205 -9.4122
H -0.7571 4.2844 -9.5423
H 0.2635 2.7985 -10.0599
H 0.2692 3.3160 -8.3211
C 9.2126 0.1136 9.4108
C 9.8875 0.0279 7.9885
O 8.8341 -0.1093 7.0001
S 8.7433 0.8122 5.6863
C 8.4696 2.4626 6.5557
O 9.9871 0.8808 4.9721
O 7.5554 0.4441 4.9512
H 9.9387 -0.0114 10.2141
H 8.4062 -0.6103 9.5283
H 8.7003 1.0614 9.5761
H 10.6457 0.7976 7.8442
H 10.2927 -0.9778 7.8761
H 9.5088 2.5967 6.8563
H 7.7691 2.1515 7.3306
H 8.0610 3.2704 5.9485
C 1.0100 1.2563 1.6440
C 0.0389 0.2069 1.1785
O -0.4056 0.4863 -0.1793
S -1.8449 -0.2460 -0.6944
C -1.9155 0.6809 -2.2221
O -1.6121 -1.6832 -0.9509
O -2.8739 0.3015 0.1940
H 1.4904 0.9566 2.5753
H 0.5922 2.2560 1.7630
H 1.6808 1.4266 0.8019
H 0.5774 -0.7388 1.2403
H -0.8700 0.1481 1.7772
H -2.6876 0.3344 -2.9090
H -0.9255 0.5266 -2.6512
H -1.9547 1.7230 -1.9051
C 1.4610 -7.6274 -3.4609
C 1.0102 -8.5964 -4.5091
O 2.1597 -8.7205 -5.2560
S 2.8372 -10.1949 -5.4662
C 3.3206 -10.5823 -3.7794
O 1.8765 -11.1896 -5.9604
O 4.0856 -9.9291 -6.2164
H 0.8328 -7.5280 -2.5757
H 1.4561 -6.6418 -3.9264
H 2.4689 -7.8068 -3.0867
H 0.7136 -9.5874 -4.1655
H 0.1656 -8.2125 -5.0812
H 3.9854 -11.4435 -3.7129
H 2.4419 -10.6780 -3.1415
H 3.8154 -9.7526 -3.2745
F 8.9405 0.9194 -2.9471
C 7.6466 0.4974 -2.8503
C 7.3028 -0.2126 -1.7056
C 5.9681 -0.7337 -1.5202
C 5.0522 -0.4721 -2.5096
C 5.3938 0.2569 -3.6850
C 6.7281 0.7346 -3.8671
H 8.0244 -0.3476 -0.9136
H 5.7119 -1.2756 -0.6218
H 4.0415 -0.8239 -2.3644
H 4.6803 0.5902 -4.4240
H 6.8677 1.2490 -4.8064
F 0.3041 6.5768 6.1812
C 1.1011 7.2512 7.0297
C 0.5781 8.2370 7.9050
C 1.4877 8.7384 8.8522
C 2.8481 8.3516 8.9209
C 3.3110 7.4485 7.9443
C 2.4575 6.9074 7.0098
H -0.4826 8.3997 8.0264
H 1.1455 9.3817 9.6493
H 3.4792 8.6345 9.7503
H 4.3564 7.1848 8.0066
H 2.8021 6.1574 6.3133
F -0.5230 6.6385 -3.0355
C 0.7557 7.0922 -3.0702
C 1.6506 6.2650 -3.7711
C 3.0034 6.6038 -3.8077
C 3.5066 7.8492 -3.2894
C 2.5515 8.7055 -2.6115
C 1.2303 8.2762 -2.5695
H 1.2580 5.3709 -4.2326
H 3.6820 5.9695 -4.3586
H 4.5370 8.1642 -3.3633
H 2.7884 9.6228 -2.0930
H 0.5797 8.9955 -2.0946
F -5.5930 -8.4646 0.6487
C -4.8338 -7.9509 1.6281
C -5.2438 -7.9378 2.9483
C -4.3618 -7.4348 3.8905
C -3.1599 -6.8208 3.4871
C -2.8481 -6.8220 2.2024
C -3.6289 -7.4148 1.2819
H -6.1768 -8.3755 3.2714
H -4.5174 -7.4261 4.9592
H -2.6321 -6.2088 4.2036
H -1.9421 -6.4739 1.7288
H -3.3201 -7.4319 0.2472
F -10.8676 8.6612 -3.2011
C -9.7739 7.9836 -3.4411
C -8.6938 8.6783 -3.9742
C -7.4546 8.0500 -4.2471
C -7.4133 6.6694 -4.1916
C -8.5364 5.9573 -3.7355
C -9.7212 6.6182 -3.3035
H -8.8001 9.6986 -4.3119
H -6.5995 8.4889 -4.7396
H -6.5188 6.1627 -4.5226
H -8.5865 4.8785 -3.7481
H -10.5396 6.0242 -2.9243
C 3.3678 -6.1093 6.7627
C 4.2332 -4.9349 6.9148
C 3.1964 -3.8726 7.3082
O 2.2434 -4.5787 8.2183
C 2.3363 -5.9236 7.8914
H 3.9058 -7.0539 6.8433
H 2.8026 -6.0681 5.8315
H 4.6385 -4.5457 5.9808
H 4.8961 -5.0316 7.7746
H 2.6090 -3.5028 6.4677
H 3.7310 -3.0826 7.8356
H 1.3994 -6.4102 7.6201
H 2.8789 -6.4613 8.6689
C -8.9524 -2.5820 -9.4923
C -7.6158 -2.1246 -8.8818
C -7.9599 -0.9217 -8.0123
O -9.3397 -0.7031 -8.0671
C -9.8481 -1.3121 -9.2611
H -9.2862 -3.3994 -8.8532
H -9.0198 -2.9502 -10.5160
H -6.8921 -1.9517 -9.6783
H -7.3273 -2.9355 -8.2130
H -7.5800 0.0328 -8.3765
H -7.7668 -1.1446 -6.9630
H -9.8172 -0.7231 -10.1778
H -10.8975 -1.5662 -9.1118
C -5.0663 1.4606 7.3230
C -4.5854 0.3114 8.1632
C -3.1786 0.0236 7.6543
O -2.7406 1.2157 7.0364
C -3.8643 1.8277 6.3947
H -5.4184 2.2973 7.9264
H -5.8968 1.1705 6.6794
H -5.2270 -0.5696 8.1487
H -4.4707 0.6311 9.1989
H -3.1713 -0.7667 6.9036
H -2.5121 -0.2804 8.4614
H -3.9682 1.5664 5.3416
H -3.4908 2.8316 6.5967
*
```

Calculated values
Frontier orbital gap, eV: 9.095
E_HOMO, eV: -9.1
DFT total energy, a.u.: -5326.55479

Entry 5:
Here is a structure of composition C20H22N4O3PSn from the Open Molecules 2025 dataset. Energies are from ωB97M-V/def2-TZVPD.

The geometry in ORCA input format:
```
! RIJCOSX wB97M-V def2-TZVPD def2/J DEFGRID3
* xyz 1 1
Sn -0.3911 0.2741 -0.3951
O 2.5646 0.3177 2.5027
C 2.0802 0.2913 1.3934
N 1.1686 1.1877 0.8598
C 1.0804 2.4460 1.4334
O 1.8752 2.9497 2.1904
C -0.1280 3.2410 0.9930
C -0.2785 4.5601 1.3825
C -1.4106 5.2401 0.9623
C -2.3452 4.5831 0.1729
C -2.1134 3.2626 -0.1668
N -1.0261 2.6085 0.2409
C 2.4189 -0.8575 0.4750
C 3.5213 -1.6523 0.7191
C 3.7789 -2.6967 -0.1574
C 2.9225 -2.9120 -1.2259
C 1.8317 -2.0753 -1.3905
N 1.5959 -1.0651 -0.5530
H 0.4847 5.0150 1.9971
H -1.5631 6.2733 1.2445
H -3.2366 5.0830 -0.1781
H -2.8096 2.7073 -0.7851
H 4.1496 -1.4374 1.5715
H 4.6402 -3.3343 -0.0085
H 3.0933 -3.7155 -1.9284
H 1.1306 -2.1825 -2.2096
C 0.3026 -2.1674 3.5540
P -0.8760 -0.9740 2.9429
C -2.5066 -1.5169 3.4348
C -0.5498 0.5768 3.7674
O -0.8128 -0.8561 1.4227
H 0.1770 -2.3012 4.6292
H 1.3092 -1.7967 3.3576
H 0.1500 -3.1222 3.0512
H -2.5599 -1.6270 4.5183
H -2.7250 -2.4748 2.9632
H -3.2461 -0.7845 3.1112
H -0.7266 0.4655 4.8386
H -1.2124 1.3509 3.3781
H 0.4936 0.8598 3.6100
C -1.4227 -1.3977 -6.3164
C -2.0920 -1.7967 -5.1707
C -1.4759 -1.6013 -3.9450
N -0.2697 -1.0509 -3.8054
C 0.3621 -0.6710 -4.9171
C -0.1697 -0.8215 -6.1880
H -1.8701 -1.5339 -7.2923
H -3.0716 -2.2516 -5.2208
H -1.9743 -1.9006 -3.0285
H 1.3418 -0.2250 -4.7825
H 0.3905 -0.4940 -7.0529
*
```

Calculated values
Relative energy (zero: lowest compared OMol25 entry of this formula, charge and spin), kcal/mol: 0.35
Frontier orbital gap, eV: 8.891
E_HOMO, eV: -11.7
DFT total energy, a.u.: -1775.67391

Entry 6:
Here is a structure of composition C16H31NO5SSbSe4SiTc in a non-equilibrium geometry from the Open Molecules 2025 dataset. Energies are from ωB97M-V/def2-TZVPD.

The geometry in ORCA input format:
```
! RIJCOSX wB97M-V def2-TZVPD def2/J DEFGRID3
* xyz 2 1
Tc -0.2965 0.2824 -0.6837
C -0.3887 3.5250 1.7203
C -1.6257 2.9039 1.1173
C -2.0424 3.5343 -0.1894
C -2.8014 2.8958 2.0722
O -1.2526 1.4087 0.8158
Si -1.3546 0.2150 2.0568
S -0.8123 -1.3807 0.6518
O -2.8225 -0.0528 2.5801
C -4.0166 -0.8878 2.3797
C -5.1067 -0.2293 3.2011
C -4.3621 -0.8948 0.8999
C -3.6950 -2.2810 2.8882
O -0.2170 0.5092 3.1071
C -0.0083 0.2309 4.5499
C -1.1209 0.9015 5.3336
C -0.0143 -1.2768 4.7220
C 1.3460 0.8298 4.8656
H -0.5972 4.5737 1.9376
H 0.4521 3.4894 1.0237
H -0.1016 3.0306 2.6468
H -2.2589 4.5822 0.0200
H -2.9519 3.0749 -0.5778
H -1.2643 3.5086 -0.9473
H -3.1131 3.9323 2.2056
H -2.5483 2.5030 3.0578
H -3.6418 2.3383 1.6628
H -5.3239 0.7730 2.8299
H -4.8055 -0.1616 4.2465
H -6.0207 -0.8212 3.1453
H -4.4887 0.1229 0.5238
H -5.2968 -1.4318 0.7382
H -3.5846 -1.4064 0.3243
H -3.4073 -2.2474 3.9392
H -2.8859 -2.7333 2.3089
H -4.5715 -2.9232 2.7975
H -2.0948 0.4868 5.0691
H -1.1249 1.9790 5.1569
H -0.9607 0.7408 6.3998
H -0.9876 -1.6941 4.4488
H 0.1781 -1.5355 5.7632
H 0.7614 -1.7347 4.1064
H 1.3435 1.9049 4.6819
H 2.1194 0.3672 4.2525
H 1.5873 0.6637 5.9157
O 1.2802 -0.7300 -3.5362
C 1.8479 -1.0460 -2.4535
C 3.1578 -1.7734 -2.3613
C 3.4654 -1.7923 -0.8564
C 2.3254 -1.0209 -0.2399
O 2.1343 -0.6431 0.8839
N 1.3810 -0.7117 -1.2572
H 3.8926 -1.2142 -2.9435
H 3.0780 -2.7572 -2.8240
H 4.4072 -1.3060 -0.6071
H 3.4943 -2.7924 -0.4245
Se 0.8406 2.2043 -1.7385
Sb 0.7872 1.3152 -4.0081
Se -1.7384 -0.5120 -2.2698
Se 1.6728 1.7357 -6.1137
Se -1.7250 0.7179 -4.1772
*
```

Calculated values
Frontier orbital gap (alpha / beta), eV: 5.405 / 5.417
E_HOMO (alpha / beta), eV: -14.6 / -14.6
DFT total energy, a.u.: -11673.34421